Entry 1:
Computed, not measured: a molecular structure, C39H55BrF3IN3PSSiTi, with ωB97M-V/def2-TZVPD.

Atoms and positions in Å:
Ti 0.266 -0.269 0.266
C -3.134 0.926 -0.944
C -2.735 0.826 0.493
C -3.513 1.340 1.504
C -3.113 1.194 2.832
C -1.937 0.550 3.156
C -1.167 0.054 2.108
N -1.589 0.177 0.822
N 0.095 -0.546 2.157
Si 0.867 -0.960 3.751
C 2.619 -1.505 3.463
C -0.168 -2.316 4.486
C 0.883 0.520 4.877
H -3.004 1.948 -1.302
H -2.540 0.272 -1.576
H -4.189 0.665 -1.051
H -4.442 1.836 1.257
H -3.737 1.591 3.624
H -1.619 0.440 4.181
H 2.865 -1.853 2.461
H 2.842 -2.330 4.148
H 3.299 -0.687 3.709
H -1.228 -2.050 4.538
H -0.084 -3.269 3.959
H 0.171 -2.483 5.514
H 0.979 1.471 4.351
H 1.764 0.423 5.520
H 0.016 0.570 5.539
F 0.389 2.218 -5.488
C 0.218 2.190 -4.165
F 0.770 3.297 -3.647
F -1.103 2.232 -3.917
C 0.830 0.946 -3.565
C 1.515 0.039 -4.347
C 2.076 -1.097 -3.764
C 1.881 -1.307 -2.423
N 1.205 -0.434 -1.656
C 0.732 0.709 -2.191
S 0.063 1.788 -0.998
H 1.624 0.222 -5.409
H 2.645 -1.806 -4.346
H 2.278 -2.178 -1.926
Br 0.558 3.262 2.113
C 1.922 3.823 0.932
C 1.938 5.156 0.551
C 2.909 5.613 -0.327
C 3.863 4.744 -0.833
C 3.849 3.408 -0.462
C 2.878 2.956 0.420
I 2.990 0.942 0.957
H 1.191 5.831 0.944
H 2.916 6.657 -0.613
H 4.623 5.102 -1.515
H 4.590 2.726 -0.856
C -2.233 -4.256 -4.005
C -0.943 -4.937 -3.516
C -0.208 -4.074 -2.477
C -1.249 -3.354 -1.612
C -1.902 -2.259 -2.486
C -2.096 -2.738 -3.940
P -0.680 -2.719 0.014
C 0.633 -3.821 0.698
C 2.049 -3.362 0.341
C 3.052 -4.185 1.149
C 3.013 -5.671 0.732
C 1.768 -6.004 -0.092
C 0.498 -5.361 0.468
C -2.129 -2.913 1.147
C -2.391 -4.371 1.589
C -3.786 -4.522 2.227
C -4.243 -3.216 2.862
C -4.431 -2.147 1.776
C -3.443 -2.334 0.611
H -3.085 -4.565 -3.392
H -2.465 -4.576 -5.020
H -0.273 -5.123 -4.358
H -1.175 -5.913 -3.084
H 0.393 -3.325 -2.992
H 0.475 -4.688 -1.895
H -2.007 -4.096 -1.331
H -1.251 -1.378 -2.484
H -2.858 -1.949 -2.065
H -1.246 -2.426 -4.554
H -2.974 -2.254 -4.368
H 0.509 -3.621 1.769
H 2.177 -2.287 0.541
H 2.241 -3.505 -0.725
H 2.789 -4.091 2.205
H 4.060 -3.780 1.046
H 3.048 -6.298 1.624
H 3.900 -5.920 0.151
H 1.621 -7.084 -0.133
H 1.929 -5.696 -1.127
H 0.271 -5.829 1.428
H -0.344 -5.600 -0.181
H -1.842 -2.347 2.037
H -1.624 -4.676 2.304
H -2.319 -5.050 0.738
H -3.761 -5.332 2.957
H -4.513 -4.821 1.467
H -3.497 -2.890 3.596
H -5.169 -3.356 3.418
H -4.306 -1.151 2.205
H -5.449 -2.191 1.384
H -3.303 -1.392 0.084
H -3.854 -3.034 -0.123

Summary:
E_tot = -183210.9033 eV
HOMO energy = -13.88 eV
LUMO = -6.78 eV
Net charge = +2
Kohn-Sham gap = 7.100 eV
Energy relative to the best compared isomer or geometry (same formula, charge and spin) = 15.4 kJ/mol
Strongest force on any atom = 0.6 eV Å⁻¹

These are the natural (NBO) partial charges, in e, on atoms 1 to 99:
1. Ti 1.496
2. C -0.656
3. C 0.307
4. C -0.267
5. C -0.084
6. C -0.264
7. C 0.384
8. N -0.664
9. N -1.139
10. Si 1.820
11. C -1.150
12. C -1.146
13. C -1.150
14. H 0.268
15. H 0.234
16. H 0.252
17. H 0.253
18. H 0.250
19. H 0.246
20. H 0.234
21. H 0.270
22. H 0.263
23. H 0.244
24. H 0.240
25. H 0.270
26. H 0.259
27. H 0.268
28. H 0.247
29. F -0.302
30. C 0.986
31. F -0.306
32. F -0.313
33. C -0.152
34. C -0.091
35. C -0.253
36. C 0.082
37. N -0.642
38. C 0.085
39. S -0.095
40. H 0.264
41. H 0.255
42. H 0.225
43. Br 0.127
44. C -0.006
45. C -0.251
46. C -0.164
47. C -0.183
48. C -0.220
49. C -0.243
50. I 0.406
51. H 0.246
52. H 0.244
53. H 0.243
54. H 0.238
55. C -0.407
56. C -0.400
57. C -0.411
58. C -0.554
59. C -0.385
60. C -0.405
61. P 1.020
62. C -0.532
63. C -0.373
64. C -0.400
65. C -0.410
66. C -0.395
67. C -0.419
68. C -0.509
69. C -0.405
70. C -0.403
71. C -0.406
72. C -0.391
73. C -0.419
74. H 0.200
75. H 0.237
76. H 0.221
77. H 0.215
78. H 0.201
79. H 0.224
80. H 0.243
81. H 0.195
82. H 0.220
83. H 0.199
84. H 0.232
85. H 0.244
86. H 0.184
87. H 0.203
88. H 0.202
89. H 0.227
90. H 0.221
91. H 0.225
92. H 0.241
93. H 0.191
94. H 0.228
95. H 0.215
96. H 0.237
97. H 0.209
98. H 0.209
99. H 0.234

Entry 2:
Computed, not measured: a molecular structure, C39H55Cl2GaN6O2PS, with ωB97M-V/def2-TZVPD.

Atoms and positions in Å:
Ga 0.054 -0.106 -0.912
N 4.263 -1.119 1.957
C 4.618 -0.374 3.233
C 5.249 0.957 2.834
C 4.244 1.880 2.139
N 3.930 1.321 0.795
C 2.990 2.052 2.994
C 2.329 0.771 3.505
N 1.462 0.121 2.469
C 3.373 -0.181 4.086
H 5.077 -1.602 1.578
H 3.928 -0.382 1.266
H 3.526 -1.803 2.120
H 5.337 -0.996 3.764
H 6.127 0.796 2.203
H 5.615 1.436 3.743
H 4.702 2.867 2.034
H 4.713 1.507 0.173
H 3.135 1.815 0.403
H 2.257 2.680 2.478
H 3.298 2.622 3.874
H 1.680 1.058 4.337
H 0.715 0.787 2.294
H 0.983 -0.642 2.947
H 2.926 -1.142 4.359
H 3.726 0.255 5.023
S 1.116 6.237 -0.691
C 0.949 4.531 -0.774
C 1.398 3.717 -1.832
C 1.214 2.364 -1.771
N 0.618 1.749 -0.717
C 0.153 2.525 0.293
C 0.304 3.881 0.302
C 1.746 6.656 -2.303
C 0.864 7.050 -3.296
C 1.406 7.415 -4.525
N 2.708 7.403 -4.784
C 3.539 7.041 -3.810
C 3.112 6.662 -2.544
H 1.872 4.147 -2.703
H 1.546 1.730 -2.584
H -0.429 2.039 1.068
H -0.106 4.451 1.125
H -0.204 7.085 -3.129
H 0.756 7.734 -5.331
H 4.596 7.062 -4.046
H 3.826 6.405 -1.773
Cl -7.478 -0.002 0.368
C -6.508 0.098 1.794
C -7.139 0.276 3.015
C -6.396 0.486 4.165
C -5.013 0.533 4.094
C -4.407 0.323 2.873
Cl -2.641 0.382 2.809
C -5.111 0.071 1.692
N -4.426 -0.105 0.492
C -4.652 -1.124 -0.440
C -5.299 -2.306 -0.075
C -5.528 -3.305 -1.004
C -5.111 -3.154 -2.321
C -4.452 -1.993 -2.686
C -4.209 -0.979 -1.764
C -3.495 0.279 -2.237
C -2.079 0.212 -1.794
O -1.057 0.226 -2.553
O -1.812 0.056 -0.533
H -8.219 0.279 3.045
H -6.895 0.631 5.113
H -4.412 0.718 4.973
H -3.505 0.291 0.484
H -5.632 -2.430 0.947
H -6.049 -4.203 -0.699
H -5.321 -3.919 -3.056
H -4.145 -1.849 -3.717
H -3.954 1.174 -1.804
H -3.517 0.358 -3.321
C -1.327 -4.581 -1.361
C -1.093 -3.109 -1.734
C -1.078 -2.932 -3.257
P 0.435 -2.417 -0.987
C 0.648 -2.870 0.776
C 1.209 -4.271 1.047
C -0.664 -2.608 1.529
C 1.922 -2.754 -1.996
C 2.173 -4.241 -2.280
C 3.147 -2.080 -1.378
H -2.275 -4.874 -1.815
H -1.418 -4.748 -0.291
H -0.553 -5.236 -1.758
H -1.910 -2.514 -1.307
H -0.305 -3.543 -3.722
H -0.945 -1.898 -3.573
H -2.038 -3.278 -3.640
H 1.374 -2.124 1.120
H 0.675 -5.053 0.512
H 1.108 -4.484 2.112
H 2.266 -4.352 0.790
H -1.434 -3.334 1.270
H -1.089 -1.616 1.350
H -0.486 -2.703 2.602
H 1.697 -2.266 -2.952
H 2.347 -4.816 -1.374
H 3.065 -4.322 -2.902
H 1.356 -4.698 -2.832
H 3.402 -2.554 -0.427
H 3.008 -1.006 -1.213
H 4.001 -2.203 -2.044

Summary:
E_tot = -151896.5268 eV
HOMO energy = -13.87 eV
LUMO = -8.18 eV
Net charge = +3
Kohn-Sham gap = 5.681 eV
Energy relative to the best compared isomer or geometry (same formula, charge and spin) = 8.1 kJ/mol
Strongest force on any atom = 0.7 eV Å⁻¹

These are the Löwdin partial charges, in e, on atoms 1 to 99:
1. Ga 0.607
2. N 0.201
3. C -0.253
4. C -0.088
5. C -0.334
6. N 0.048
7. C -0.097
8. C -0.341
9. N 0.069
10. C -0.092
11. H 0.169
12. H 0.096
13. H 0.135
14. H 0.160
15. H 0.134
16. H 0.145
17. H 0.150
18. H 0.110
19. H 0.066
20. H 0.111
21. H 0.141
22. H 0.149
23. H 0.041
24. H 0.073
25. H 0.132
26. H 0.146
27. S 1.131
28. C -0.479
29. C -0.013
30. C -0.080
31. N -0.025
32. C -0.107
33. C -0.051
34. C -0.532
35. C -0.062
36. C -0.103
37. N 0.097
38. C -0.110
39. C -0.079
40. H 0.124
41. H 0.137
42. H 0.107
43. H 0.130
44. H 0.116
45. H 0.123
46. H 0.121
47. H 0.113
48. Cl 0.781
49. C -0.578
50. C -0.079
51. C -0.053
52. C -0.099
53. C -0.538
54. Cl 0.679
55. C -0.297
56. N 0.068
57. C -0.235
58. C -0.036
59. C -0.053
60. C -0.070
61. C -0.050
62. C -0.165
63. C -0.003
64. C -0.486
65. O 0.028
66. O -0.050
67. H 0.119
68. H 0.121
69. H 0.110
70. H 0.056
71. H 0.122
72. H 0.119
73. H 0.115
74. H 0.122
75. H 0.155
76. H 0.142
77. C -0.058
78. C -0.478
79. C -0.073
80. P 1.083
81. C -0.526
82. C -0.071
83. C -0.096
84. C -0.508
85. C -0.061
86. C -0.103
87. H 0.099
88. H 0.068
89. H 0.083
90. H 0.099
91. H 0.083
92. H 0.074
93. H 0.092
94. H 0.056
95. H 0.079
96. H 0.098
97. H 0.070
98. H 0.088
99. H 0.029